A structure of composition C19H19LiN3O5 at a distorted geometry. Source: the Open Molecules 2025 dataset; level of theory: ωB97M-V/def2-TZVPD.

molar mass	376.32	g mol⁻¹
LUMO energy	1.9991	eV
relative energy (zero: lowest compared OMol25 entry of this formula, charge and spin)	12.4	kJ/mol
highest occupied orbital energy	-2.587	eV
total charge	-1
gap between HOMO and LUMO	0.1686	hartree

Atoms and positions in Å:
C  2.3526  0.8096  -4.6836
H  2.9800  0.2001  -5.3319
C  1.4739  -2.5713  -2.7798
H  -1.9266  -0.4504  -4.7716
C  3.5306  -2.0145  -3.9020
H  -1.3862  1.2112  2.5036
C  2.2436  1.4631  -1.2510
C  3.0444  3.2133  -2.9439
C  2.4618  -1.6430  -3.0884
C  -2.6404  -2.1614  -1.9635
H  1.3187  0.4595  -4.7231
C  2.5821  -4.2103  -4.1557
H  3.8108  3.1595  -3.7165
C  -3.4920  -3.3258  -3.9129
H  2.1686  3.7265  -3.3468
O  -3.7402  -4.1747  -0.4921
H  4.3243  -1.3027  -4.0915
C  -2.9954  -2.3231  -4.7220
H  -2.4998  -2.1041  -0.8930
N  2.8233  0.7578  -3.3018
N  -3.8618  -4.2754  -1.6939
O  -1.2870  0.0718  -0.9520
C  1.5387  -3.8467  -3.3158
O  1.5485  -0.7180  -0.4397
C  -0.3134  1.1290  2.2904
H  2.0209  2.0819  -0.3976
H  -4.0198  -4.1780  -4.3132
Li  -0.0888  0.1387  0.3607
H  3.4295  3.7955  -2.1099
C  -3.3184  -3.2339  -2.5337
O  -4.4081  -5.2282  -2.2254
O  -0.6801  0.6773  -3.0338
H  2.3838  1.8420  -5.0221
H  -3.1250  -2.3887  -5.7946
C  -2.1230  -1.1725  -2.7831
H  4.4198  -3.5727  -5.0646
C  -1.2705  -0.0390  -2.2048
C  1.9720  0.0476  -1.3054
H  2.6234  -5.2061  -4.5781
H  0.1151  2.1397  2.2458
C  3.5831  -3.2914  -4.4371
H  0.1731  0.5733  3.1015
N  2.3967  -0.3455  -2.5612
C  -2.3189  -1.2500  -4.1571
H  0.7516  -4.5521  -3.0790
C  2.6738  1.8498  -2.4687
H  0.6742  -2.2882  -2.1157

Here are the Mulliken charges for atoms 1 to 6, given in e: -1.12 0.39 -0.38 0.46 -0.20 0.21